Entry 1:
{
  "formula": "C3H4FO3V",
  "method": "the ωB97M-V functional and the def2-TZVPD basis",
  "elements": ["F", "O", "C", "C", "O", "O", "C", "V", "H", "H", "H", "H"],
  "coordinates": [[-2.535, 1.096, -0.981], [0.685, 0.546, 1.066], [1.114, -0.609, 0.713], [-0.957, 0.680, -0.109], [2.275, -0.970, 0.976], [0.378, -1.292, -0.138], [-0.478, -0.488, -0.970], [2.868, 0.313, 2.283], [-0.580, 1.643, -0.470], [-1.578, 0.354, 0.735], [0.113, -0.138, -1.823], [-1.305, -1.134, -1.283]],
  "forces_ev_per_angstrom": [[1.9411, -0.8576, 0.6639], [1.1784, -1.0605, 0.8174], [-0.7247, 2.5828, -1.3925], [-3.2299, 0.3204, -2.6407], [0.4697, -2.1406, 0.0217], [0.3538, -1.2991, -0.1535], [-0.2365, 0.5454, 0.7842], [-0.1510, 1.0570, 0.5469], [-0.4085, -0.3532, 1.3130], [0.8023, 0.9954, -0.1217], [-0.1928, -0.1429, 0.0726], [0.1981, 0.3531, 0.0886]],
  "nbo_charge": [-0.62, -0.73, 0.98, 0.03, -0.76, -0.49, -0.12, 0.82, 0.23, 0.23, 0.19, 0.24],
  "homo_lumo_gap_ev": [7.0097, 9.9249],
  "lumo_ev": [-0.7, -0.5],
  "total_charge": 0,
  "homo_ev": [-7.7, -10.4],
  "multiplicity": 5,
  "energy_ev": -37719.3830
}

***

Entry 2:
{
  "formula": "C11H18O5S2Tm",
  "method": "the ωB97M-V functional and the def2-TZVPD basis",
  "elements": ["C", "C", "C", "O", "C", "O", "C", "S", "C", "C", "C", "O", "C", "O", "C", "O", "C", "S", "H", "H", "H", "H", "H", "H", "H", "H", "H", "H", "H", "H", "H", "H", "H", "H", "H", "H", "Tm"],
  "coordinates": [[0.900, -0.188, 1.664], [1.061, -1.213, 0.556], [-0.095, -2.206, 0.534], [-1.381, -1.640, 0.272], [-1.570, -1.059, -0.915], [-1.015, -1.347, -1.934], [-2.697, -0.014, -0.876], [-2.304, 1.414, -1.855], [-2.264, 2.836, -0.773], [-2.300, 2.610, 0.742], [-1.431, 3.751, 1.218], [-0.333, 3.780, 0.302], [-0.762, 3.274, -0.929], [2.254, -2.040, 0.935], [3.152, -2.416, 0.059], [4.269, -1.843, 0.042], [2.904, -3.576, -0.848], [2.018, -3.162, -2.389], [1.457, 0.721, 1.454], [1.214, -0.641, 2.602], [-0.157, 0.054, 1.769], [1.225, -0.735, -0.409], [-0.174, -2.631, 1.534], [0.108, -3.042, -0.137], [-2.978, 0.235, 0.141], [-3.559, -0.490, -1.361], [-3.006, 3.593, -1.022], [-3.258, 2.492, 1.244], [-1.782, 1.663, 0.939], [-1.158, 3.758, 2.267], [-1.992, 4.676, 1.034], [-0.605, 3.999, -1.731], [-0.147, 2.390, -1.180], [2.383, -4.361, -0.300], [3.877, -3.969, -1.157], [1.876, -1.843, -2.222], [6.271, -2.827, 0.729]],
  "forces_ev_per_angstrom": [[-0.0155, -0.1467, -0.2969], [-0.7537, 0.1512, 0.6084], [0.1020, -1.1995, 0.1416], [0.3424, 1.0261, 0.3648], [-0.3454, -0.2886, -0.6120], [0.5200, 0.2820, 0.1471], [-0.1810, -0.5552, 0.5864], [-0.4147, 0.1737, -0.4117], [0.2753, -0.0185, 1.1314], [0.4774, -1.3415, 0.2619], [-1.1257, 1.2037, -0.6036], [0.0863, -0.5936, 0.2797], [0.2886, 0.3050, -0.2292], [0.3489, 0.3818, -0.7799], [-0.1436, 0.2660, -0.2346], [0.6136, -0.9697, 0.7833], [0.3742, -0.0529, 0.2326], [-0.2989, -0.1572, -0.1993], [0.0899, 0.0104, 0.1748], [0.0321, 0.1228, 0.0847], [-0.0138, 0.0921, -0.0339], [0.2511, -0.2030, -0.0868], [-0.1419, 0.0753, 0.0285], [-0.0871, 0.1835, -0.2752], [-0.0477, 0.1161, 0.0002], [-0.0298, 0.0952, -0.1281], [0.1041, -0.0687, -0.6808], [-0.2602, 0.4837, -0.3145], [0.2023, 0.1273, 0.1847], [0.4857, -0.3452, -0.0993], [-0.0162, 0.0701, 0.3572], [-0.1816, 0.0399, -0.0312], [0.0362, 0.0317, -0.0521], [-0.2533, 0.0737, -0.0901], [0.0064, -0.0373, -0.0199], [0.1176, 0.0845, 0.1309], [-0.4442, 0.5820, -0.3192]],
  "nbo_charge": [-0.64, 0.10, -0.11, -0.48, 0.80, -0.54, -0.73, 0.91, -0.44, -0.44, -0.08, -0.47, -0.06, -0.52, 0.90, -0.82, -0.67, 0.13, 0.24, 0.25, 0.23, 0.21, 0.23, 0.22, 0.29, 0.33, 0.30, 0.27, 0.19, 0.24, 0.19, 0.24, 0.17, 0.28, 0.21, 0.12, 1.95],
  "homo_lumo_gap_ev": [5.8719, 5.6858],
  "lumo_ev": [-11.7, -11.8],
  "total_charge": 3,
  "homo_ev": [-17.6, -17.5],
  "multiplicity": 3,
  "de_lowest_kcal_mol": 0.0,
  "energy_ev": -73105.1376
}

***

Entry 3:
{
  "formula": "C6H10NO6P",
  "method": "the ωB97M-V functional and the def2-TZVPD basis",
  "elements": ["C", "C", "C", "C", "C", "C", "N", "O", "O", "O", "O", "O", "O", "P", "H", "H", "H", "H", "H", "H", "H", "H", "H", "H"],
  "coordinates": [[-1.305, 1.520, -1.273], [-1.144, 1.301, 0.038], [-1.047, -1.878, -0.646], [0.259, 0.844, 0.434], [0.431, -1.630, -0.277], [0.912, -0.180, -0.503], [-2.039, 1.686, 0.948], [-1.487, 1.463, -2.430], [1.033, 2.399, 3.240], [-1.916, -1.655, 0.427], [1.097, 2.014, 0.466], [1.308, -2.477, -0.989], [2.301, -0.112, -0.259], [0.666, 3.260, 2.132], [-1.325, -1.287, -1.529], [-1.153, -2.940, -0.889], [0.215, 0.425, 1.452], [0.567, -1.890, 0.780], [0.719, 0.109, -1.550], [-1.712, 1.520, 1.897], [-2.142, -0.719, 0.507], [2.017, 1.686, 0.380], [1.073, -2.468, -1.923], [2.671, -0.992, -0.430]],
  "forces_ev_per_angstrom": [[-0.8197, -0.3337, -2.8351], [1.0628, -0.1795, 1.8106], [0.4219, -0.1443, -0.0745], [-0.0122, -0.3628, -0.2379], [-0.4429, 0.4626, 0.1493], [-0.3000, -0.2599, 0.1096], [-0.5331, 0.2342, -0.3080], [0.3463, 0.3372, 1.7232], [0.5231, -1.4830, 1.7131], [-0.2990, 0.2446, 0.4292], [0.2354, -0.2035, -0.3799], [0.2052, -0.2631, -0.2198], [0.1530, 0.0201, 0.1140], [-0.5701, 1.7095, -1.4748], [0.0031, -0.0784, -0.0291], [0.1245, 0.1425, -0.0882], [-0.0980, 0.1062, -0.1805], [-0.0532, 0.0803, -0.1329], [0.0023, -0.0859, 0.0273], [0.2176, -0.0994, -0.1005], [-0.0146, -0.1225, -0.0889], [-0.1367, 0.1649, 0.1904], [0.0227, -0.0166, -0.0610], [-0.0386, 0.1307, -0.0553]],
  "nbo_charge": [0.72, -0.16, -0.09, 0.05, 0.04, 0.06, -0.57, -0.40, -1.04, -0.71, -0.73, -0.71, -0.74, 1.00, 0.16, 0.20, 0.22, 0.20, 0.16, 0.35, 0.48, 0.54, 0.47, 0.51],
  "homo_lumo_gap_ev": [5.6570, 8.4733],
  "lumo_ev": [-1.0, -0.1],
  "total_charge": 0,
  "homo_ev": [-6.7, -8.6],
  "multiplicity": 1,
  "de_lowest_kcal_mol": 25.5,
  "energy_ev": -29444.1643
}